Below is a structure of composition C55H40NO6PRuS2Se3, with properties calculated with the ωB97M-V functional and the def2-TZVPD basis.

The geometry in XYZ format:
```
109
C55H40NO6PRuS2Se3 (the ωB97M-V functional and the def2-TZVPD basis)
Ru -0.303 0.582 -0.066
Se -1.853 4.459 1.924
P -0.764 2.999 2.994
Se 0.521 1.427 2.064
C 0.505 3.752 4.083
C 0.900 5.065 3.852
C 1.933 5.627 4.587
C 2.583 4.882 5.559
C 2.189 3.573 5.797
C 1.159 3.010 5.061
C -1.866 2.037 4.107
C -1.426 0.873 4.734
C -2.284 0.146 5.542
C -3.599 0.555 5.712
C -4.053 1.692 5.064
C -3.191 2.429 4.265
H 0.383 5.642 3.096
H 2.230 6.651 4.396
H 3.396 5.317 6.127
H 2.687 2.982 6.557
H 0.870 1.987 5.262
H -0.439 0.478 4.531
H -1.929 -0.763 6.010
H -4.274 -0.027 6.328
H -5.084 2.005 5.167
H -3.538 3.319 3.755
C 5.139 -7.140 -0.128
C 4.081 -6.190 -0.615
C 3.166 -5.625 0.264
C 2.169 -4.772 -0.192
C 2.111 -4.473 -1.542
C 2.999 -5.038 -2.444
C 3.982 -5.888 -1.974
S 0.801 -3.414 -2.150
O 0.515 -3.892 -3.533
C 1.791 -1.902 -2.322
C 2.702 -1.551 -1.298
C 3.473 -0.437 -1.424
C 3.363 0.398 -2.562
C 4.160 1.558 -2.706
C 4.008 2.381 -3.785
C 3.036 2.090 -4.761
C 2.256 0.973 -4.652
C 2.415 0.082 -3.562
C 1.620 -1.105 -3.422
C 0.585 -1.381 -4.451
C 0.944 -1.928 -5.726
C 2.263 -2.351 -6.009
C 2.580 -2.875 -7.231
C 1.593 -3.003 -8.227
C 0.307 -2.618 -7.971
C -0.051 -2.080 -6.715
C -1.388 -1.688 -6.428
C -1.716 -1.183 -5.211
C -0.715 -1.048 -4.216
S -1.154 -0.123 -2.742
O -1.643 1.180 -3.248
C -2.580 -1.065 -2.212
C -3.525 -0.359 -1.484
C -4.631 -1.026 -0.983
C -4.794 -2.391 -1.193
C -5.995 -3.118 -0.656
C -3.821 -3.079 -1.912
C -2.713 -2.429 -2.426
H 5.192 -7.144 0.960
H 6.121 -6.869 -0.517
H 4.926 -8.158 -0.457
H 3.221 -5.863 1.319
H 1.428 -4.362 0.483
H 2.898 -4.812 -3.498
H 4.687 -6.329 -2.670
H 2.775 -2.164 -0.412
H 4.171 -0.166 -0.641
H 4.885 1.785 -1.935
H 4.621 3.267 -3.885
H 2.895 2.764 -5.596
H 1.497 0.774 -5.394
H 3.017 -2.266 -5.239
H 3.593 -3.199 -7.435
H 1.855 -3.415 -9.193
H -0.462 -2.726 -8.726
H -2.139 -1.786 -7.202
H -2.722 -0.853 -4.995
H -3.388 0.702 -1.300
H -5.362 -0.480 -0.400
H -6.582 -2.476 -0.001
H -5.695 -3.999 -0.088
H -6.642 -3.454 -1.469
H -3.923 -4.147 -2.066
H -1.951 -2.987 -2.955
O -0.595 -3.338 0.771
Se -0.319 -1.868 1.333
O -1.512 -0.763 0.777
O 0.864 -1.067 0.400
O -0.038 -1.801 2.902
N -3.790 8.863 -4.009
C -3.298 7.941 -3.527
C -2.684 6.796 -2.931
C -1.460 6.927 -2.271
C -0.870 5.821 -1.695
C -1.485 4.566 -1.779
C -2.707 4.443 -2.446
C -3.306 5.550 -3.013
C -0.883 3.427 -1.192
C -0.373 2.449 -0.667
H -0.987 7.898 -2.206
H 0.068 5.912 -1.166
H -3.168 3.469 -2.524
H -4.252 5.455 -3.529
```

Calculated values
Net charge ... -1
LUMO energy (spin up / spin down) ... 1.273 / 1.338 eV
ΔE to the lowest compared entry with this formula, charge and spin ... 41.3 kcal per mole
Multiplicity ... 2
Kohn-Sham gap (spin up / spin down) ... 6.5 / 6.6 eV

***

Below is a structure of composition C21H18ClN3O6S3V in a non-equilibrium geometry, with properties calculated with the ωB97M-V functional and the def2-TZVPD basis.

The geometry in XYZ format:
```
53
C21H18ClN3O6S3V (the ωB97M-V functional and the def2-TZVPD basis)
V -0.835 -0.966 -0.269
C 1.383 1.973 2.092
C 0.402 0.964 1.637
N 0.378 0.525 0.391
N 1.306 1.003 -0.498
C 1.638 0.206 -1.470
S 0.927 -1.326 -1.900
S 2.798 0.769 -2.748
C 1.454 1.574 -3.792
C 1.047 2.945 -3.352
C 2.068 3.822 -3.042
C 1.800 5.186 -2.838
C 0.490 5.617 -2.977
C -0.567 4.768 -3.273
C -0.304 3.398 -3.432
C -0.549 0.542 2.632
C -0.240 0.666 4.056
C -0.963 0.049 5.017
C -2.213 -0.572 4.729
C -2.553 -0.719 3.400
C -1.745 -0.230 2.359
O -2.111 -0.483 1.163
H 1.906 2.402 1.213
H 2.163 1.648 2.796
H 0.901 2.797 2.636
H 0.591 0.815 -3.842
H 1.984 1.599 -4.758
H 3.063 3.473 -2.904
H 2.628 5.924 -2.630
H 0.273 6.695 -2.839
H -1.540 5.144 -3.540
H -1.095 2.681 -3.524
H 0.510 1.385 4.317
H -0.523 0.035 6.010
H -2.860 -0.911 5.563
H -3.419 -1.255 3.082
O -0.399 -2.297 1.194
N 0.104 -3.510 0.983
C 1.429 -3.705 0.850
C 1.912 -4.995 0.824
C 0.986 -6.071 0.771
C -0.353 -5.807 0.936
C -0.832 -4.497 1.194
S -2.400 -4.373 1.773
H 2.041 -2.820 0.856
H 2.973 -5.255 0.888
H 1.431 -7.064 0.680
H -1.136 -6.577 0.858
O -4.162 -0.708 -2.208
Cl -2.799 -1.033 -2.315
O -2.044 0.148 -1.733
O -2.471 -1.312 -3.654
O -2.474 -2.268 -1.361
```

Calculated values
Net charge ... -2
LUMO energy (spin up / spin down) ... 4.319 / 4.316 eV
Multiplicity ... 4
Kohn-Sham gap (spin up / spin down) ... 4.7 / 5.9 eV

***

Below is the molecule C6H12O5S in a non-equilibrium geometry, with properties calculated with the ωB97M-V functional and the def2-TZVPD basis.

The geometry in XYZ format:
```
24
C6H12O5S (the ωB97M-V functional and the def2-TZVPD basis)
C -2.515 0.124 0.156
C -1.202 -0.236 -0.566
C 0.359 1.358 0.080
C 1.660 0.524 0.058
C 1.198 -0.937 -0.617
C -0.225 -1.295 0.030
H -2.825 1.773 -0.570
H -2.866 -0.934 0.084
H -2.319 0.418 1.226
H -1.606 -0.896 -1.545
H -0.118 1.042 0.990
H 2.276 2.682 -0.118
H 1.755 0.140 1.073
H 3.291 0.116 -0.694
H 1.091 -0.821 -1.647
H 1.596 -2.545 0.613
H -0.524 -2.162 -0.493
H -0.906 -1.246 2.119
O -3.346 1.008 -0.313
O -0.683 1.130 -0.944
O 2.796 0.957 -0.652
O 2.167 -1.833 -0.134
O -0.015 -1.311 1.375
S 0.959 2.946 0.489
```

Calculated values
LUMO energy ... -0.057 eV
ΔE to the lowest compared entry with this formula, charge and spin ... 115.0 kcal per mole
Kohn-Sham gap ... 9.0 eV
SMILES ... OC[C@H]1O[C@H](S)[C@H](O)[C@@H](O)[C@H]1O

***

Below is the ion C10H17NOP with charge +1, with properties calculated with the ωB97M-V functional and the def2-TZVPD basis.

The geometry in XYZ format:
```
30
C10H17NOP (the ωB97M-V functional and the def2-TZVPD basis)
O -1.104 -0.123 2.940
C -0.832 -1.205 2.103
C -1.790 -2.199 1.946
C -1.510 -3.291 1.133
C -0.280 -3.397 0.490
C 0.668 -2.402 0.683
C 0.417 -1.283 1.486
C 1.467 -0.222 1.705
N 1.362 0.944 0.831
C 1.498 0.687 -0.595
C 0.250 1.067 -1.397
C 0.184 2.600 -1.628
P -0.797 2.976 -3.111
H -1.854 0.346 2.571
H -2.729 -2.118 2.468
H -2.251 -4.068 1.025
H -0.065 -4.256 -0.123
H 1.645 -2.480 0.228
H 1.392 0.139 2.723
H 2.449 -0.669 1.582
H 0.542 1.488 1.051
H 1.686 -0.363 -0.793
H 2.350 1.248 -0.982
H -0.639 0.734 -0.872
H 0.329 0.577 -2.365
H -0.344 3.092 -0.814
H 1.167 3.049 -1.725
H -0.883 1.834 -3.906
H -0.214 3.994 -3.866
H -2.115 3.301 -2.789
```

Calculated values
Net charge ... +1
LUMO energy ... -3.616 eV
ΔE to the lowest compared entry with this formula, charge and spin ... 22.7 kcal per mole
Kohn-Sham gap ... 7.6 eV

***

Below is a cluster of 2 separate species, CH4Se in total in a non-equilibrium geometry, with properties calculated with the ωB97M-V functional and the def2-TZVPD basis.

The geometry in XYZ format:
```
6
CH4Se (the ωB97M-V functional and the def2-TZVPD basis)
C 0.299 0.823 -0.091
Se -1.485 0.079 0.002
H 0.521 1.314 0.855
H 1.017 0.030 -0.282
H 0.315 1.539 -0.908
H -1.870 -2.784 0.152
```

Calculated values
LUMO energy (spin up / spin down) ... -2.835 / -2.837 eV
ΔE to the lowest compared entry with this formula, charge and spin ... 96.3 kcal per mole
Kohn-Sham gap (spin up / spin down) ... 5.9 / 5.9 eV